No. 1
Here is C4H5NO2 in the gas phase from the Open Molecules 2025 dataset. Energies are from the ωB97M-V functional and the def2-TZVPD basis.

CARTESIAN COORDINATES (ANGSTROEM)
1 O 1.03050 2.23264 0.76708
2 C 0.53628 1.21622 0.32936
3 N 1.19131 0.20916 -0.33457
4 C 0.42910 -1.02844 -0.43652
5 C -0.99151 -0.56692 -0.14102
6 O -1.17289 -0.30071 1.24248
7 C -0.92495 0.80024 0.37001
8 H 2.19964 0.22186 -0.35607
9 H 0.73587 -1.73960 0.34049
10 H 0.53772 -1.50066 -1.41646
11 H -1.84384 -0.96766 -0.68352
12 H -1.70500 1.55169 0.29328

Calculated values
- Energy above the lowest of the compared OMol25 structures with the same formula, charge and spin: 27.3 kcal per mole
- Spin multiplicity: 1
- Gap between HOMO and LUMO: 10.66 eV
- Max |F|: 0.44 eV/A

=====

No. 2
Here is C29H39N7O4SScSi as an isolated structure from the Open Molecules 2025 dataset. Energies are from the ωB97M-V functional and the def2-TZVPD basis.

CARTESIAN COORDINATES (ANGSTROEM)
1 Sc 0.30836 -0.04801 -0.23261
2 N -1.53348 0.57676 -1.42598
3 C -2.01041 -0.50725 -2.30244
4 C -2.49676 -1.64010 -1.42255
5 N -1.42772 -2.10279 -0.51252
6 C -0.68374 -3.26146 -1.05310
7 C 0.67905 -2.89321 -1.60017
8 N 1.42587 -2.17248 -0.55249
9 C -1.96916 -2.42925 0.82081
10 C -0.89854 -2.32088 1.88485
11 N -0.35108 -0.94995 1.85934
12 H -2.27655 0.91003 -0.80483
13 H -1.21588 1.36493 -1.98355
14 H -1.17927 -0.80947 -2.94231
15 H -2.82283 -0.17286 -2.95923
16 H -2.89181 -2.46516 -2.02524
17 H -3.31376 -1.26105 -0.80808
18 H -1.27211 -3.76891 -1.82534
19 H -0.55118 -3.98849 -0.24591
20 H 0.59404 -2.22141 -2.45760
21 H 1.20099 -3.79579 -1.93886
22 H 2.33558 -1.90098 -0.91361
23 H 1.62268 -2.79133 0.23035
24 H -2.42725 -3.42661 0.83688
25 H -2.75632 -1.71199 1.04982
26 H -0.07886 -3.01978 1.70818
27 H -1.32565 -2.56741 2.86213
28 H 0.35629 -0.82767 2.58016
29 H -1.08770 -0.29022 2.11941
30 C 3.46563 0.88593 2.23002
31 C 3.54788 0.84195 0.75110
32 N 2.61286 0.39134 -0.07097
33 C 3.11665 0.53422 -1.34568
34 C 4.37584 1.06451 -1.28582
35 N 4.62326 1.24717 0.04802
36 C 5.42698 1.46952 -2.26174
37 O 5.18096 1.26721 -3.54408
38 O 6.44217 1.96487 -1.84994
39 C 2.22304 0.25807 -2.49790
40 O 2.61908 0.15871 -3.64826
41 O 0.98419 0.14812 -2.11639
42 H 2.46747 0.58473 2.54115
43 H 3.63441 1.90020 2.58629
44 H 4.20050 0.22423 2.68650
45 H 5.47101 1.67543 0.39374
46 H 4.29278 0.83528 -3.69182
47 C -3.70555 4.90042 0.43416
48 C -2.92581 4.52933 -0.65295
49 C -1.75464 3.81693 -0.44736
50 C -1.32884 3.44782 0.83132
51 C -2.12220 3.84947 1.90641
52 C -3.29444 4.56704 1.71415
53 Si 0.22735 2.39565 1.06473
54 C 1.71320 3.46678 0.58693
55 C 2.10617 3.58102 -0.74920
56 C 3.21405 4.32277 -1.12740
57 C 3.97321 4.96797 -0.16131
58 C 3.59921 4.88456 1.17023
59 C 2.47960 4.14898 1.53504
60 H -4.61504 5.46777 0.28188
61 H -3.21998 4.81081 -1.65521
62 H -1.14613 3.56699 -1.31119
63 H -1.82138 3.59755 2.91491
64 H -3.88202 4.87900 2.56917
65 H 0.32574 2.25598 2.56330
66 H 1.53511 3.07460 -1.52341
67 H 3.49130 4.39360 -2.17138
68 H 4.84410 5.54146 -0.44865
69 H 4.17438 5.40444 1.92611
70 H 2.19648 4.10585 2.58054
71 S -3.56021 0.74643 1.23441
72 C -4.95698 1.57386 0.78185
73 N -5.75260 2.10742 1.74424
74 C -6.88158 2.82202 1.52213
75 C -7.30430 3.04936 0.25053
76 C -6.52592 2.52019 -0.80233
77 C -5.39152 1.81025 -0.54820
78 H -5.43973 1.96043 2.69571
79 H -7.38990 3.17791 2.40540
80 H -8.20304 3.61540 0.06964
81 H -6.82924 2.68574 -1.82705
82 H -4.78486 1.41688 -1.35028

Calculated values
- Total charge: +1
- Energy above the lowest of the compared OMol25 structures with the same formula, charge and spin: 9.5 kcal per mole
- Spin multiplicity: 1
- Gap between HOMO and LUMO: 7.52 eV
- Max |F|: 0.81 eV/A

=====

No. 3
Here is a 5-piece molecular cluster, C54H55F17N7O10 overall at a distorted geometry from the Open Molecules 2025 dataset. Energies are from the ωB97M-V functional and the def2-TZVPD basis.

CARTESIAN COORDINATES (ANGSTROEM)
1 C 11.06718 -4.29348 2.72549
2 C 10.72428 -3.51880 1.49089
3 C 10.44559 -1.87046 1.48027
4 O 10.13447 -1.35103 2.69860
5 O 10.58183 -1.07396 0.25088
6 C 9.26470 -0.48852 -0.15593
7 C 8.29769 -1.62039 -0.84199
8 C 7.52018 -1.08000 -2.22069
9 C 5.96951 -1.59785 -2.08737
10 C 5.15648 -1.73068 -3.50609
11 C 3.65952 -2.42033 -3.22111
12 C 2.80441 -1.33174 -2.31394
13 C 2.55381 -1.48304 -0.66689
14 C 3.23487 -2.75462 0.10052
15 C 2.26528 -4.11765 0.13393
16 C 2.75855 -5.29258 -0.89724
17 C 1.72141 -5.20967 -2.20705
18 C 2.40370 -6.76429 -0.18605
19 C 1.63136 -0.34831 0.14654
20 C 1.28357 -0.36661 1.73127
21 F 2.13544 -1.19075 2.60646
22 F 1.50642 1.05248 2.21272
23 C -0.27683 -0.69537 2.13443
24 F -1.07328 0.51111 1.82572
25 F -0.27560 -0.79698 3.64381
26 C -0.87238 -2.10891 1.59108
27 F 0.02954 -3.18379 2.15650
28 F -0.85245 -2.30402 0.12465
29 C -2.37331 -2.51165 2.14294
30 F -2.67236 -3.84161 1.48537
31 F -2.38288 -2.84093 3.61850
32 C -3.58349 -1.51472 1.68247
33 F -4.74134 -2.42048 1.32269
34 F -3.31789 -0.74476 0.42699
35 C -4.19124 -0.56515 2.90772
36 F -5.00927 -1.51578 3.75136
37 F -3.15673 -0.02049 3.81546
38 C -5.07624 0.71178 2.37379
39 F -5.56600 1.41518 3.61840
40 F -4.24972 1.75526 1.65901
41 C -6.41780 0.32426 1.52001
42 F -6.17665 -0.13596 0.13338
43 F -7.32717 -0.64583 2.17097
44 F -7.21073 1.60449 1.39249
45 C 1.09466 0.89401 -0.83937
46 N 0.28433 2.08446 -0.33901
47 C -0.76291 2.37850 -1.17483
48 C -2.06288 1.43439 -1.49760
49 C -0.69819 3.83074 -2.00140
50 C 1.44914 0.95486 -2.47345
51 N 2.24878 -0.14456 -3.12928
52 N 2.51885 -0.04558 -4.49811
53 H 10.27452 -4.60947 3.55313
54 H 12.17069 -4.70221 2.91949
55 H 10.68762 -4.15042 0.48107
56 H 9.47277 0.44762 -0.84133
57 H 8.80618 -0.05018 0.84963
58 H 7.42818 -1.83600 -0.05377
59 H 8.85323 -2.63817 -0.99920
60 H 8.08648 -1.44535 -3.17852
61 H 7.50510 0.10600 -2.10333
62 H 5.39535 -0.96345 -1.25979
63 H 6.02630 -2.70006 -1.63305
64 H 5.76512 -2.41843 -4.26819
65 H 5.05825 -0.68282 -4.06936
66 H 3.82968 -3.45316 -2.70013
67 H 3.19611 -2.59431 -4.28432
68 H 4.16004 -3.09309 -0.57711
69 H 3.72120 -2.51759 1.14429
70 H 1.14719 -3.88176 -0.11803
71 H 2.41422 -4.55328 1.23544
72 H 3.88052 -5.22230 -1.23261
73 H 2.25540 -5.53401 -3.21031
74 H 0.71285 -5.77223 -2.01558
75 H 1.50149 -4.04318 -2.32874
76 H 1.72679 -7.38563 -0.94850
77 H 3.37521 -7.39786 -0.03286
78 H 1.74997 -6.61517 0.77319
79 H -2.90183 1.68173 -0.70207
80 H -1.73372 0.31321 -1.28465
81 H -2.43597 1.45853 -2.60662
82 H -1.20932 4.71010 -1.42277
83 H 0.39427 4.04863 -2.36767
84 H -1.33858 3.64823 -2.99146
85 H 1.09759 1.84482 -3.17677
86 H 3.15030 0.75710 -4.71588
87 H 1.63120 0.00161 -5.05197
88 C -8.86303 3.79359 -0.05923
89 C -10.20439 3.63410 0.29212
90 C -11.20734 4.19007 -0.50436
91 C -10.85426 4.90319 -1.65829
92 C -9.50814 5.07140 -2.00920
93 C -8.51387 4.51321 -1.20328
94 N -11.90489 5.46830 -2.51346
95 O -13.08315 5.31425 -2.15896
96 O -11.55403 6.06314 -3.54259
97 H -8.08476 3.35346 0.56188
98 H -10.46853 3.07319 1.18608
99 H -12.24801 4.05680 -0.21694
100 H -9.21980 5.62668 -2.89930
101 H -7.46614 4.63565 -1.46885
102 C 9.35160 4.96821 2.86164
103 C 9.03752 5.51657 1.61713
104 C 9.38044 4.83740 0.44644
105 C 10.03668 3.60192 0.53417
106 C 10.36006 3.05276 1.78209
107 C 10.01453 3.74263 2.94586
108 N 10.37711 2.87100 -0.69235
109 O 10.09128 3.39887 -1.77741
110 O 10.92676 1.76663 -0.57273
111 H 9.07715 5.49881 3.77177
112 H 8.52208 6.47290 1.55963
113 H 9.12861 5.27809 -0.51571
114 H 10.87361 2.09715 1.86466
115 H 10.25849 3.32321 3.91942
116 C 1.67213 -1.85162 7.48845
117 C 2.52495 -2.71505 8.17788
118 C 3.65439 -3.23677 7.54419
119 C 3.92391 -2.88191 6.21520
120 C 3.06528 -2.02141 5.51826
121 C 1.93729 -1.50822 6.16166
122 N 5.12334 -3.40684 5.55166
123 O 5.84786 -4.18023 6.19559
124 O 5.34504 -3.04359 4.38764
125 H 0.79575 -1.44289 7.98856
126 H 2.31077 -2.97918 9.21128
127 H 4.30917 -3.90833 8.09521
128 H 3.25977 -1.74163 4.48499
129 H 1.26627 -0.83705 5.63014
130 C -16.21145 4.23336 -3.78218
131 C -14.85560 4.00834 -4.02546
132 C -14.46263 3.09544 -5.00606
133 C -15.44035 2.41365 -5.74362
134 C -16.80218 2.63193 -5.49617
135 C -17.18298 3.54522 -4.51100
136 N -15.03371 1.47165 -6.79326
137 O -13.81944 1.29176 -6.96902
138 O -15.92725 0.91358 -7.44610
139 H -16.51300 4.95031 -3.02043
140 H -14.10433 4.54740 -3.45226
141 H -13.40202 2.93135 -5.18364
142 H -17.57147 2.10600 -6.05773
143 H -18.23765 3.72389 -4.31351

Calculated values
- Total charge: +1
- Energy above the lowest of the compared OMol25 structures with the same formula, charge and spin: 629.7 kcal per mole
- Spin multiplicity: 1
- Gap between HOMO and LUMO: 4.45 eV
- Max |F|: 8.43 eV/A

=====

No. 4
Here is C6H12N2 as an isolated structure at a distorted geometry from the Open Molecules 2025 dataset. Energies are from the ωB97M-V functional and the def2-TZVPD basis.

CARTESIAN COORDINATES (ANGSTROEM)
1 C 0.07252 -0.96904 -2.55595
2 C 1.19484 0.19339 1.79072
3 C -0.59474 1.73435 0.83485
4 C -0.45819 -0.72331 0.01277
5 C 0.19196 -0.41357 -1.14653
6 C 0.25929 0.48681 0.62669
7 N -1.35295 -1.55245 0.48070
8 N 0.96385 0.51715 -0.62534
9 H -1.56413 -1.62218 1.47235
10 H -1.64230 -2.37579 -0.04040
11 H 1.07994 1.41990 -1.07610
12 H 0.97023 -0.77747 -3.14747
13 H -0.74911 -0.43808 -3.05376
14 H -0.22950 -2.01942 -2.55185
15 H 0.62357 0.00093 2.70605
16 H 1.82540 -0.68399 1.60539
17 H -1.26928 1.60415 1.68813
18 H -1.21258 1.96509 -0.04142
19 H 0.03304 2.61006 1.03458
20 H 1.85814 1.04346 1.98657

Calculated values
- Energy above the lowest of the compared OMol25 structures with the same formula, charge and spin: 44.8 kcal per mole
- Spin multiplicity: 1
- Gap between HOMO and LUMO: 7.01 eV
- Max |F|: 6.58 eV/A

=====

No. 5
Here is C23H30I2N5O4SSc as an isolated structure from the Open Molecules 2025 dataset. Energies are from the ωB97M-V functional and the def2-TZVPD basis.

CARTESIAN COORDINATES (ANGSTROEM)
1 Sc 0.81171 -0.27393 -0.35332
2 I 3.60147 1.15068 0.25090
3 C 2.77105 3.12143 0.40312
4 I 1.76285 3.53721 2.20665
5 H 2.07236 3.23359 -0.41590
6 H 3.61304 3.79539 0.30359
7 O -1.12085 -0.85807 -1.01449
8 C -1.55427 -2.16161 -1.51220
9 C -1.68935 -3.13919 -0.36370
10 C -0.47089 -3.18719 0.57093
11 C 0.83325 -3.45565 -0.12786
12 C 1.29527 -4.74687 -0.32693
13 C 2.48986 -4.95305 -0.99682
14 C 3.20159 -3.85789 -1.46668
15 C 2.68658 -2.60065 -1.24590
16 N 1.53208 -2.39423 -0.58259
17 H -1.72661 -0.11911 -1.25548
18 H -0.80624 -2.48287 -2.23753
19 H -2.50207 -2.02663 -2.02805
20 H -1.87107 -4.12661 -0.79421
21 H -2.56880 -2.88774 0.23117
22 H -0.64069 -3.96552 1.31519
23 H -0.40348 -2.24763 1.12836
24 H 0.72028 -5.58181 0.05009
25 H 2.86247 -5.95689 -1.15176
26 H 4.13473 -3.97543 -1.99788
27 H 3.19380 -1.71705 -1.61537
28 C -2.91599 1.75457 3.54608
29 C -2.56836 2.21411 2.14764
30 N -1.49811 1.37067 1.62021
31 C -0.57268 0.72867 2.35092
32 N 0.40500 0.07215 1.69252
33 C 1.45989 -0.51566 2.53824
34 C 0.87529 -1.14466 3.78467
35 C 0.18529 -0.04615 4.56189
36 N -0.67874 0.74514 3.68280
37 C -1.64015 1.63079 4.35362
38 H -3.42856 0.79137 3.51390
39 H -3.58548 2.47155 4.01813
40 H -2.24624 3.25841 2.14746
41 H -3.42204 2.12729 1.47751
42 H -1.32001 1.45232 0.63425
43 H 2.18909 0.25020 2.81778
44 H 2.00584 -1.26508 1.95206
45 H 1.65692 -1.59314 4.39649
46 H 0.16382 -1.93004 3.51857
47 H 0.91906 0.61164 5.03593
48 H -0.44204 -0.46228 5.35024
49 H -1.18082 2.60974 4.51811
50 H -1.84639 1.19942 5.33147
51 O -2.20669 1.65309 -1.45185
52 S -1.06329 2.51077 -1.73277
53 O -1.01212 3.78257 -1.09857
54 N 0.25432 1.58281 -1.35207
55 C 0.82819 1.10015 -2.47136
56 O 1.61612 0.12929 -2.33629
57 C 0.35286 1.71050 -3.72110
58 C 0.80344 1.51993 -5.01559
59 C 0.15718 2.21578 -6.02983
60 C -0.91053 3.06586 -5.75450
61 C -1.37417 3.25163 -4.45391
62 C -0.71853 2.55814 -3.46221
63 H 1.63767 0.86375 -5.22358
64 H 0.48927 2.09995 -7.05233
65 H -1.39094 3.59286 -6.56754
66 H -2.20547 3.90921 -4.24033

Calculated values
- Total charge: +2
- Energy above the lowest of the compared OMol25 structures with the same formula, charge and spin: 0.0 kcal per mole
- Spin multiplicity: 1
- Gap between HOMO and LUMO: 8.73 eV
- Max |F|: 0.50 eV/A

=====

Question: The lowest gap between HOMO and LUMO belongs to which entry?
Answer: C54H55F17N7O10

=====

Question: Which formula does entry 4 have?
Answer: C6H12N2

=====

Question: Number 2 is which compound?
Answer: C29H39N7O4SScSi

=====

Question: Which of these has the lowest max |F|?
Answer: C4H5NO2